1.
8
Properties=species:S:1:pos:R:3:forces:R:3:mulliken_charge:R:1 method="wB97M-V/def2-TZVPD" smiles="O=c1occo1" orbital_gap_ha=0.381 total_charge=0 de_lowest_kcal_mol=39.5 molar_mass_da=86.05
O -2.021279 -0.050151 0.085048 3.686 -0.711 -1.125 -0.498
C -0.806941 -0.042118 -0.074432 -0.819 0.934 1.772 0.673
O 0.163415 -1.075536 -0.075588 -7.063 -1.634 -0.271 -0.282
C 1.337064 -0.591335 0.083673 4.144 -3.830 -0.477 0.141
C 1.292657 0.694465 -0.087027 3.224 4.056 2.963 -0.342
O -0.016487 1.093055 -0.019476 -1.388 -0.446 -1.112 -0.254
H 1.993799 -1.557446 0.199187 -0.192 3.009 -0.197 0.306
H 2.064333 1.452426 0.347663 -1.592 -1.377 -1.553 0.256

---

2.
15
Properties=species:S:1:pos:R:3:forces:R:3:mulliken_charge:R:1 method="wB97M-V/def2-TZVPD" smiles="C=CC(=C)C#C[NH3+]" orbital_gap_ha=0.280 total_charge=+1 de_lowest_kcal_mol=156.0 molar_mass_da=94.14
C 1.154919 0.782815 0.758587 2.367 0.857 0.677 -0.833
C 0.003254 1.413897 0.844991 0.682 1.176 2.005 -0.253
C -1.015503 1.126547 -0.143640 -2.098 2.920 0.114 0.839
C -2.045864 1.975732 -0.431692 1.521 -2.620 -0.136 -0.986
C -0.778703 -0.169759 -0.663470 0.399 -0.902 0.607 0.299
C -0.053514 -1.091984 -0.284585 -3.348 0.759 -1.957 -0.846
N 0.385838 -2.381574 -0.530933 2.636 -0.427 -0.337 -0.164
H 1.468070 0.483809 -0.232031 0.271 -0.641 0.217 0.406
H 1.949516 0.846282 1.508837 -0.377 0.265 -0.250 0.311
H -0.100807 2.149508 1.687577 -0.538 -0.767 -1.056 0.325
H -2.380404 2.898858 -0.063071 0.542 1.141 1.034 0.361
H -2.681257 1.614206 -1.167712 -1.256 -0.560 -1.404 0.297
H -0.348586 -3.015590 -0.928392 0.745 0.649 0.065 0.386
H 0.664073 -2.748345 0.407341 0.280 -0.362 -0.987 0.422
H 1.260300 -2.212213 -1.189922 -1.825 -1.486 1.407 0.438

---

3.
9
Properties=species:S:1:pos:R:3:forces:R:3:mulliken_charge:R:1 method="wB97M-V/def2-TZVPD" orbital_gap_ha=0.340 total_charge=0 de_lowest_kcal_mol=77.0 molar_mass_da=98.06
N -0.205413 1.338278 -1.841947 0.292 -0.657 1.000 -0.511
C 0.167208 0.893155 -0.761158 -1.812 -1.688 0.412 0.628
O -0.896711 -0.418082 -0.094640 1.428 1.267 -0.719 -0.456
C -0.449596 -1.214450 0.886761 0.697 -0.063 0.345 0.171
O 0.586430 -1.104821 1.497502 -0.748 -1.052 0.019 -0.488
C 1.199354 1.095842 0.183055 0.047 -0.577 0.840 0.182
N 1.678483 0.663611 1.155994 0.885 2.099 -1.046 -0.239
H -1.013789 0.833890 -2.207735 -0.064 0.162 -0.090 0.327
H -1.065966 -2.087423 1.182169 -0.725 0.509 -0.762 0.387

---

4.
90
Properties=species:S:1:pos:R:3:forces:R:3:mulliken_charge:R:1 method="wB97M-V/def2-TZVPD" orbital_gap_ha="0.182 / 0.193" total_charge=+3 s2=0.760 molar_mass_da=887.01 spin_multiplicity=2
Re 0.670884 -0.490559 0.688470 -0.165 1.594 0.984 1.842
C 0.298350 -5.134085 -4.880157 -0.026 0.159 0.197 -2.012
C 0.602088 -4.902992 -3.389972 0.147 -0.462 -0.131 1.563
C 1.035777 -6.245515 -2.757705 -0.076 0.167 -0.013 -1.535
C -0.627026 -4.399735 -2.648207 0.260 0.363 0.317 0.681
C -1.886006 -4.968407 -2.827296 0.104 0.202 0.166 -0.183
C -2.979652 -4.563030 -2.080055 -0.119 0.046 0.146 -1.479
C -2.854002 -3.593767 -1.096916 -0.029 -0.011 -0.108 -0.647
C -1.613905 -2.998129 -0.901073 0.874 0.395 -0.349 0.601
P -1.339986 -1.935574 0.548877 -0.777 -0.400 0.533 1.974
C -1.595803 -3.171863 1.862628 0.221 0.269 0.095 1.308
C -0.699700 -4.238563 1.955181 0.075 0.102 0.005 -0.479
C -0.928898 -5.268035 2.848131 0.103 -0.030 0.010 -1.026
C -2.071560 -5.260453 3.637749 -0.047 0.078 -0.021 -0.674
C -2.983936 -4.223480 3.523329 0.022 -0.093 0.034 -0.756
C -2.748683 -3.176136 2.647627 0.072 0.134 -0.048 -0.689
C -2.635428 -0.704765 0.781665 0.194 0.047 0.031 0.412
C -2.671047 -0.101554 2.047925 0.047 -0.137 -0.184 -0.765
C -3.620013 0.857912 2.331733 -0.058 0.073 0.033 -1.022
C -4.514812 1.252404 1.344530 0.017 -0.125 0.005 -0.733
C -4.453341 0.690801 0.077449 -0.158 0.056 0.142 -0.851
C -3.513634 -0.285197 -0.214890 0.112 -0.200 0.052 -1.142
C -0.519034 -3.398904 -1.676981 -1.074 -0.391 -0.238 -0.707
O 0.654535 -2.760708 -1.398794 -0.080 0.201 0.270 0.745
C 1.693366 -2.915286 -2.271762 1.008 0.068 -0.588 -1.354
C 2.719376 -1.977427 -2.124154 -0.718 -0.274 0.547 0.540
C 3.863930 -2.066705 -2.907910 -0.022 -0.111 -0.065 -0.079
C 3.961508 -3.100651 -3.827081 0.053 0.186 0.050 -1.509
C 2.920656 -4.001190 -3.989582 -0.100 0.170 0.171 -0.138
C 1.752320 -3.925763 -3.232955 -0.245 0.426 0.413 0.751
P 2.459232 -0.566337 -1.005273 1.002 -0.221 -0.909 0.765
C 2.460741 0.851451 -2.139423 -0.048 0.102 0.436 1.130
C 3.675742 1.458853 -2.458762 -0.056 -0.124 0.079 -0.459
C 3.702834 2.479468 -3.392745 0.031 0.037 -0.104 -0.820
C 2.535889 2.888430 -4.016558 0.018 -0.006 0.142 -0.670
C 1.330597 2.275064 -3.707088 -0.102 -0.109 -0.038 -0.949
C 1.283392 1.255657 -2.771701 0.133 -0.157 0.052 -0.994
C 3.921515 -0.462233 0.053325 -0.383 0.065 0.128 0.615
C 4.686223 -1.593141 0.347618 -0.070 0.031 -0.172 -0.798
C 5.767515 -1.474611 1.204440 -0.012 -0.063 0.094 -0.756
C 6.065430 -0.250613 1.788426 -0.052 0.096 0.032 -0.657
C 5.279093 0.864700 1.527501 0.037 0.023 0.068 -0.894
C 4.198711 0.760182 0.671960 -0.207 -0.094 -0.085 -0.746
H -0.464906 -5.893837 -5.006809 -0.063 -0.132 -0.009 0.476
H 1.185357 -5.484492 -5.399085 0.013 -0.053 -0.062 0.472
H -0.050128 -4.223330 -5.358932 0.000 0.133 -0.075 0.420
H 0.249996 -6.987656 -2.859400 -0.118 -0.106 -0.047 0.422
H 1.250947 -6.127342 -1.698465 0.056 0.020 0.159 0.343
H 1.929940 -6.622325 -3.248029 0.070 -0.045 -0.060 0.432
H -2.021986 -5.758590 -3.549974 0.034 -0.020 -0.090 0.478
H -3.938774 -5.024964 -2.250601 -0.112 -0.036 0.004 0.481
H -3.706620 -3.313871 -0.494115 -0.052 0.007 0.041 0.595
H 0.156052 -4.286291 1.291653 0.051 -0.121 -0.122 0.186
H -0.224291 -6.082067 2.922785 0.036 -0.100 -0.016 0.503
H -2.257030 -6.067633 4.329202 -0.007 -0.083 0.051 0.448
H -3.889716 -4.228845 4.111058 -0.045 0.001 0.055 0.487
H -3.473110 -2.381684 2.569605 -0.076 0.028 -0.001 0.486
H -1.973342 -0.425864 2.813269 -0.066 -0.042 0.131 0.849
H -3.672696 1.300344 3.315594 0.011 0.031 0.063 0.500
H -5.249783 2.011375 1.565182 -0.087 0.033 -0.006 0.451
H -5.148537 1.024598 -0.677795 -0.023 -0.049 -0.116 0.484
H -3.473518 -0.717801 -1.203963 -0.012 -0.075 -0.091 0.542
H 4.664887 -1.346689 -2.817324 0.034 0.060 0.018 0.508
H 4.844420 -3.185482 -4.443794 0.040 -0.017 0.008 0.458
H 3.033692 -4.778531 -4.727656 -0.052 -0.108 -0.081 0.466
H 4.596971 1.137770 -1.992902 0.043 0.036 0.037 0.431
H 4.637821 2.955919 -3.640611 0.125 0.032 -0.004 0.483
H 2.566726 3.689749 -4.737255 -0.019 0.068 -0.105 0.447
H 0.429689 2.584531 -4.211013 -0.146 0.038 -0.056 0.497
H 0.346300 0.759642 -2.544851 0.007 0.057 -0.096 0.761
H 4.457016 -2.545407 -0.114550 0.058 -0.018 -0.068 0.535
H 6.380624 -2.337650 1.411794 0.084 -0.079 0.024 0.524
H 6.907696 -0.159994 2.455223 0.142 -0.018 0.050 0.484
H 5.515667 1.815133 1.978561 0.054 0.105 0.082 0.500
H 3.568372 1.613937 0.453302 0.127 0.168 -0.019 0.615
N 0.999002 0.627963 2.888783 -0.381 -0.949 -1.510 -0.560
C 1.943541 -0.204597 3.648265 0.328 -0.771 0.201 -0.589
C 1.612784 -1.674654 3.407755 0.021 0.420 0.512 -0.482
N 1.750199 -1.989042 1.965213 0.049 -0.331 -0.297 -0.827
H 1.350312 1.581474 2.813378 -0.146 -0.038 -0.230 0.264
H 0.110572 0.677233 3.388007 -0.015 0.080 -0.189 0.233
H 1.902865 0.004372 4.722358 -0.006 0.076 -0.171 0.516
H 2.959616 -0.000586 3.294807 -0.116 0.093 0.039 0.156
H 0.582724 -1.886690 3.711588 0.067 -0.063 -0.038 0.286
H 2.282643 -2.301369 4.002231 -0.112 0.011 -0.043 0.569
H 1.471156 -2.967472 1.846322 0.060 0.287 -0.104 0.136
H 2.754674 -1.956089 1.746159 -0.233 -0.032 -0.090 0.167
O -2.154666 2.392444 0.216137 0.034 0.650 -0.112 -0.277
S -0.783034 2.451351 -0.220123 0.183 -1.094 0.140 0.165
N -0.086744 1.100254 0.016621 0.255 -0.142 0.115 0.074

---

5.
105
Properties=species:S:1:pos:R:3:forces:R:3:mulliken_charge:R:1 method="wB97M-V/def2-TZVPD" orbital_gap_ha="0.252 / 0.251" total_charge=0 s2=0.758 de_lowest_kcal_mol=0.0 molar_mass_da=973.94 spin_multiplicity=2
Pd -0.601922 -0.243715 -0.661236 -0.002 -0.407 -0.144 -0.061
N 7.744142 1.137101 5.625081 -0.001 0.007 0.000 -0.561
C 6.820234 0.955465 4.966399 0.000 -0.011 -0.004 -0.123
C 5.662689 0.727849 4.143098 -0.021 -0.011 -0.012 0.514
C 5.242461 -0.573329 3.877166 0.020 0.004 0.010 -1.092
C 4.121403 -0.784371 3.093939 -0.007 0.003 -0.004 -0.092
C 3.418007 0.292172 2.558264 0.034 0.040 0.024 -0.907
C 3.853129 1.588191 2.819070 -0.018 -0.013 -0.027 0.240
C 4.963391 1.810367 3.613954 0.012 -0.001 0.010 -1.182
C 2.213248 0.042642 1.712949 0.033 0.029 -0.087 1.997
C 1.169086 -0.601770 2.353099 -0.050 -0.026 0.122 -0.051
C 1.081981 -0.837203 3.772530 0.028 0.006 -0.038 -1.395
C -0.090319 -1.499960 3.985713 -0.044 -0.027 -0.022 -1.207
C -0.677052 -1.663985 2.690852 -0.009 0.021 0.059 -0.280
N 0.039639 -1.130600 1.731161 0.116 0.056 -0.012 0.765
C 2.329060 0.460837 0.366264 0.090 -0.064 0.014 -0.355
C 3.529818 0.927768 -0.223658 -0.004 -0.010 -0.028 -0.901
C 3.274892 1.160993 -1.560849 0.019 0.004 0.006 -1.762
C 1.927335 0.830550 -1.756106 -0.056 -0.001 0.024 -0.937
N 1.358580 0.417934 -0.621335 -0.081 -0.008 -0.020 2.297
H 5.792862 -1.409319 4.286749 -0.001 0.000 -0.001 0.473
H 3.782935 -1.792446 2.890643 -0.002 0.006 0.009 0.568
H 3.307851 2.421802 2.397897 0.044 -0.059 0.015 0.564
H 5.295306 2.817647 3.827087 0.000 0.003 -0.002 0.487
H 1.798383 -0.524711 4.515068 0.006 0.002 -0.005 0.573
H -0.492456 -1.847549 4.924186 -0.009 0.002 -0.003 0.507
H -1.605012 -2.172111 2.472961 -0.034 -0.055 -0.019 -0.230
H 4.475660 1.036964 0.280071 0.002 -0.005 0.005 0.668
H 3.965003 1.501478 -2.315136 -0.001 0.002 0.002 0.498
H 1.355091 0.870678 -2.671338 0.003 -0.005 -0.002 0.251
C -7.978849 0.734117 1.671692 0.019 0.003 -0.005 -1.622
C -6.780933 0.182281 0.949091 -0.003 0.015 -0.005 0.648
C -6.131075 -0.957803 1.396270 -0.016 0.017 0.006 -1.144
C -5.009377 -1.468347 0.749138 0.015 -0.013 0.001 1.002
C -4.406625 -2.745703 1.276664 -0.029 -0.026 -0.027 -1.183
C -4.507962 -0.802041 -0.378625 -0.190 0.017 -0.048 0.180
Te -2.709753 -1.622367 -1.206975 -0.286 0.102 0.206 1.271
N -0.205868 -1.853590 -1.876905 0.541 0.310 -0.225 0.093
C 0.281250 -3.096457 -1.806960 -0.090 0.010 0.194 -0.369
O -0.406852 -4.110582 -1.910641 -0.036 -0.024 -0.024 -0.664
C 1.779783 -3.151528 -1.679278 -0.022 -0.068 -0.017 -0.225
C 2.534793 -3.705213 -2.707278 0.002 0.018 0.014 -0.678
C 3.913665 -3.773493 -2.588967 0.010 -0.007 0.006 -0.504
C 4.537554 -3.303608 -1.439408 0.016 0.004 -0.002 -0.712
C 3.780876 -2.767727 -0.407645 -0.022 0.002 -0.021 -0.216
C 2.400758 -2.685691 -0.527467 -0.004 0.007 -0.015 0.268
C -3.269018 -1.451197 -3.241806 0.065 -0.024 -0.090 0.132
C -2.685458 -0.574973 -4.164565 0.021 -0.044 -0.014 1.198
C -1.524096 0.328708 -3.858881 0.000 -0.008 0.013 -0.998
C -3.196895 -0.551964 -5.459709 -0.023 -0.016 -0.005 -1.239
C -4.244598 -1.366610 -5.861348 0.011 0.017 -0.020 0.603
C -4.769164 -1.325119 -7.270386 0.012 0.002 0.015 -1.639
C -4.778963 -2.247666 -4.932970 -0.011 -0.005 0.003 -1.044
C -4.302997 -2.316867 -3.629688 -0.006 -0.011 0.052 0.911
C -4.916722 -3.329868 -2.696259 0.016 0.029 -0.003 -1.503
C -5.182273 0.324155 -0.876728 0.088 -0.009 -0.081 1.702
C -4.785540 1.018513 -2.151986 0.057 -0.007 0.057 -1.386
C -6.296682 0.800651 -0.196402 -0.020 -0.043 0.022 -1.060
H -8.327046 0.047426 2.441859 0.000 0.000 0.000 0.378
H -8.801827 0.918530 0.980243 -0.001 0.002 0.002 0.368
H -7.736478 1.683829 2.152363 -0.005 0.000 0.002 0.311
H -6.508667 -1.473753 2.272326 0.004 -0.002 -0.001 0.314
H -4.942717 -3.079804 2.163494 0.000 -0.001 0.000 0.471
H -3.357764 -2.634812 1.543712 0.057 0.027 0.021 -0.237
H -4.454338 -3.541313 0.529285 -0.006 0.009 0.009 0.271
H 2.033394 -4.082350 -3.589718 0.005 -0.002 -0.003 0.475
H 4.504732 -4.196732 -3.391185 0.001 0.000 0.000 0.380
H 5.615035 -3.358768 -1.348151 0.001 0.000 -0.003 0.416
H 4.267524 -2.404179 0.489387 0.004 0.002 -0.006 0.339
H 1.795561 -2.276757 0.271279 0.007 0.003 -0.007 0.565
H -0.635703 -0.266371 -3.645611 0.005 0.012 0.005 0.148
H -1.702616 0.953193 -2.980359 0.002 -0.008 0.011 -0.136
H -1.321294 0.980136 -4.708259 -0.014 0.006 0.000 0.453
H -2.753161 0.128481 -6.178073 0.002 0.003 0.003 0.311
H -4.354258 -0.481927 -7.820879 -0.003 -0.001 -0.003 0.362
H -5.856437 -1.240472 -7.281970 -0.001 -0.001 0.000 0.374
H -4.506460 -2.238967 -7.806425 0.001 0.001 -0.002 0.330
H -5.583451 -2.911808 -5.230227 -0.001 0.000 0.003 0.425
H -5.606422 -3.972625 -3.240423 -0.004 0.001 -0.003 0.497
H -5.473797 -2.851493 -1.886634 0.003 0.010 0.001 0.199
H -4.146809 -3.960699 -2.247180 -0.015 -0.026 -0.008 0.281
H -3.705308 1.025179 -2.285110 -0.017 0.070 0.007 -0.370
H -5.153735 2.044697 -2.164386 0.007 0.002 0.014 0.544
H -5.197174 0.500194 -3.020145 -0.029 0.001 0.000 0.370
H -6.807143 1.676847 -0.583283 0.001 0.000 0.000 0.425
C -2.027164 2.914599 -0.554291 0.008 -0.014 0.014 -1.176
P -1.281142 1.595659 0.462473 -0.130 0.073 0.063 1.604
C -2.551826 1.247872 1.706930 0.023 0.011 0.016 -0.756
C -0.029031 2.574705 1.347451 0.006 0.031 -0.049 0.423
C 0.898722 3.303351 0.600780 -0.039 0.031 0.051 -0.312
C 1.751307 4.198480 1.225396 0.005 0.006 -0.014 -0.730
C 1.706964 4.355107 2.605680 -0.033 0.028 -0.008 -0.682
C 0.827245 3.593449 3.358413 -0.023 0.010 0.004 -0.609
C -0.041849 2.709126 2.731649 0.014 -0.016 0.007 -0.249
H -2.263241 3.774632 0.073929 0.007 -0.002 0.002 0.521
H -2.934723 2.560219 -1.036804 -0.021 -0.064 0.000 0.107
H -1.318704 3.221719 -1.323363 -0.014 -0.003 -0.009 0.333
H -2.895579 2.161921 2.192816 0.017 0.006 0.000 0.519
H -2.151164 0.555822 2.448206 -0.008 0.014 -0.007 0.261
H -3.390367 0.763446 1.206863 -0.025 0.040 0.018 -0.357
H 0.958577 3.169046 -0.473056 0.009 0.010 0.003 0.211
H 2.458634 4.766374 0.634576 -0.001 -0.004 -0.002 0.407
H 2.370614 5.057807 3.093625 0.004 0.000 0.001 0.411
H 0.807572 3.690343 4.436160 -0.001 -0.001 0.003 0.438
H -0.728160 2.126459 3.332447 0.015 0.008 0.005 0.282

---

6.
20
Properties=species:S:1:pos:R:3:forces:R:3:mulliken_charge:R:1 method="wB97M-V/def2-TZVPD" orbital_gap_ha="0.231 / 0.231" total_charge=+1 de_lowest_kcal_mol=164.5 molar_mass_da=127.17
C 1.697042 0.649103 -1.191998 0.843 -0.409 -0.277 -0.393
C 1.738751 -0.167507 -0.089034 -1.969 0.568 -0.138 0.450
C -0.375010 0.185156 -0.748207 -2.417 -1.118 1.221 0.043
C 2.834562 -0.451468 0.868462 2.052 1.190 0.402 -1.234
C -0.075236 -1.420654 1.064000 -1.509 -3.901 2.288 -0.800
C -3.614144 0.986281 -0.286219 0.105 5.154 0.572 -0.450
N 0.351746 -0.486376 0.149695 1.823 3.313 -2.203 0.190
N 0.395540 0.796778 -1.625382 -0.525 0.329 0.428 -0.015
O -2.852615 -0.063510 -0.328353 2.983 -2.527 -1.384 -0.244
H 2.422415 1.130255 -1.829132 0.491 -0.149 0.526 0.409
H 3.659439 -0.041759 0.251520 0.208 -0.408 0.552 0.324
H 2.901732 0.234619 1.807148 -0.760 -1.317 -1.523 0.286
H 3.153520 -1.491052 1.128468 -0.867 0.766 -0.345 0.388
H -0.461268 -2.255836 0.468611 0.358 -0.342 0.175 0.371
H 0.715604 -1.863981 1.760824 -0.932 1.185 -1.146 0.260
H -0.991314 -1.190210 1.623714 0.585 0.783 0.077 0.326
H -4.677815 0.652106 -0.091116 0.615 -0.153 -0.374 0.321
H -3.581786 1.793462 -1.161225 -0.426 -2.149 1.009 0.246
H -3.345077 1.600750 0.625009 -0.684 -0.340 -0.423 0.274
H 0.103913 1.403844 -2.396787 0.028 -0.476 0.563 0.249